(1)
# C21H29BrFGaNO

A structure of composition C21H29BrFGaNO at a distorted geometry (the ωB97M-V functional and the def2-TZVPD basis, the OMol25 dataset).

Positions of all 55 atoms, in Å:
Br: -0.80701 -3.33190 0.75695
Ga: -0.36251 -3.20400 -1.85335
F: 3.51809 1.12450 0.24525
O: -1.02641 -1.52970 -1.63115
N: -2.36951 -3.94220 -2.36985
C: 0.02229 2.64920 -1.82645
C: -1.55481 1.04790 4.07365
C: -0.78601 0.63740 -0.54655
C: -0.69781 -1.38100 0.71475
C: 2.42079 -2.29150 -0.01395
C: -0.82871 -0.76890 -0.53435
C: -0.50971 -0.72390 1.90265
C: 2.57329 -1.32740 -2.21275
C: 1.69599 -3.65850 -1.98205
C: -0.94041 0.78500 -3.10755
C: 3.02359 -0.14220 -1.66795
C: 2.26849 -2.41930 -1.39695
C: -2.42831 2.12000 -1.61695
C: 3.13409 -0.04040 -0.28945
C: -0.33851 1.40700 3.20775
C: -0.61951 1.29370 0.66975
C: 0.94529 0.97620 3.92585
C: -0.30671 2.92180 3.01165
C: -0.46831 0.66470 1.89395
C: -1.02041 1.52110 -1.77025
C: 2.84639 -1.10290 0.54865
H: 0.53569 3.22410 2.39555
H: 1.85369 -4.55050 -1.37395
H: -3.17721 1.33050 -1.59525
H: 0.98349 1.44350 4.90605
H: -0.10621 3.20490 -2.75195
H: -1.72841 0.04400 -3.19745
H: -2.47531 1.32450 3.56385
H: -0.08081 3.35820 -1.01215
H: -3.00801 -3.56680 -1.66505
H: 0.02649 0.29710 -3.22355
H: -2.62621 -3.49450 -3.25245
H: -1.06451 1.50090 -3.91625
H: -0.20661 3.40860 3.97695
H: 2.46429 -1.41730 -3.28575
H: -1.58721 -0.01810 4.28185
H: -2.51181 2.69120 -0.69595
H: -0.61581 2.36760 0.65175
H: 3.27469 0.70380 -2.28825
H: 1.02799 2.23700 -1.79915
H: 2.95179 -0.99310 1.61715
H: 0.98529 -0.10020 4.06645
H: -2.55391 -4.94120 -2.45475
H: -2.64811 2.77970 -2.45225
H: 1.82399 1.28300 3.36365
H: -1.50381 1.58290 5.01895
H: -1.22711 3.27630 2.55625
H: -0.40331 -1.29100 2.81125
H: 2.00599 -3.83830 -3.01005
H: 2.20739 -3.13130 0.63315

Forces on the atoms, in the same order (eV/Å):
0.01 0.29 -0.06
0.50 -0.23 0.46
0.04 0.03 0.01
-0.12 -0.10 -0.46
0.61 0.31 -0.04
-0.17 -0.12 0.06
0.15 0.12 -0.08
-0.01 -0.37 -0.18
-0.03 -0.13 -0.07
0.08 -0.02 -0.21
0.13 0.08 0.26
0.00 -0.25 -0.11
0.00 -0.20 0.12
-1.30 -0.13 -0.21
-0.10 -0.04 0.06
-0.02 0.15 0.19
-0.03 0.26 0.24
0.18 -0.06 -0.09
-0.15 -0.17 -0.08
0.00 0.08 0.19
0.10 -0.17 0.19
-0.14 0.10 -0.07
-0.01 -0.23 0.03
-0.05 -0.08 -0.13
-0.07 0.08 -0.17
0.08 0.18 -0.07
0.12 0.08 -0.10
-0.07 0.09 -0.10
-0.10 -0.07 0.00
0.07 0.05 0.14
0.03 0.06 -0.10
0.00 -0.07 -0.07
-0.12 0.03 0.00
0.02 0.10 0.13
0.23 -0.01 -0.05
0.05 -0.07 -0.07
-0.02 -0.16 0.12
0.03 0.12 -0.07
0.02 0.07 0.14
0.00 0.03 -0.07
-0.04 -0.12 0.09
-0.04 0.08 0.08
0.01 0.17 -0.01
0.03 0.09 -0.05
0.16 -0.01 -0.03
0.04 0.04 0.07
0.02 -0.15 0.06
0.13 0.12 -0.04
-0.05 0.11 -0.12
0.13 0.03 -0.08
-0.04 0.03 0.13
-0.13 0.12 -0.07
-0.01 -0.04 0.19
-0.14 -0.03 0.06
-0.01 -0.06 0.01

Properties
net charge: +1
energy above the lowest of the compared OMol25 structures with the same formula, charge and spin: 8.8 kcal/mol
HOMO energy: -11.20 eV
frontier orbital gap: 7.45 eV
energy: -5546.0986 hartree



(2)
# C6H13F6N4OP

A cluster of 2 separate species, C6H13F6N4OP in total at a distorted geometry (the ωB97M-V functional and the def2-TZVPD basis, the OMol25 dataset).

Positions of all 31 atoms, in Å:
P: 3.73391 3.24765 1.38484
F: 2.65372 2.35117 2.19001
F: 4.09898 4.77545 1.01989
F: 3.96098 3.66113 2.92733
F: 5.31942 2.95620 1.32722
F: 3.86239 1.99514 0.36694
F: 2.49123 3.73269 0.46796
O: -1.67773 0.18845 -1.37471
N: -2.10262 -1.95940 -0.86004
N: -4.43300 -1.95519 -0.41701
N: -2.61342 -0.71924 -1.02575
N: -3.01923 -4.05248 -0.23465
C: 0.29472 0.95173 0.10417
C: -1.28253 0.89453 -0.14492
C: 1.36739 -1.49553 -0.15946
C: 1.15564 -0.02517 -0.81777
C: -3.24474 -2.74182 -0.45639
C: -4.00433 -0.61246 -0.80133
H: -3.40919 -4.61620 0.52225
H: -1.83018 0.42723 0.73694
H: 0.67349 2.02040 -0.07224
H: 0.80665 -0.07800 -1.90426
H: 0.58395 -1.73748 0.63068
H: -1.12591 -2.25217 -0.99040
H: 2.21143 0.42929 -0.86272
H: -4.62035 0.32799 -0.90291
H: -1.65091 1.98365 -0.19028
H: 1.22657 -2.23806 -1.03088
H: 0.46794 0.71741 1.20632
H: -2.33251 -4.52498 -0.84239
H: 2.43826 -1.65195 0.20354

Forces on the atoms, in the same order (eV/Å):
0.75 0.58 0.38
-1.47 -2.13 -0.44
1.75 1.19 -0.09
0.85 1.68 1.07
1.70 0.39 1.26
-1.48 -1.21 -1.80
-2.42 -0.76 -0.52
-0.75 0.48 0.53
-4.85 -1.59 1.36
4.01 1.48 -0.96
-1.83 1.03 -0.76
0.13 -0.75 -0.31
0.22 0.17 -0.55
0.77 2.02 1.95
-0.43 -0.04 -1.62
1.29 0.05 0.86
0.19 3.11 -0.82
3.03 -4.58 0.66
-0.19 0.68 -0.59
0.76 0.33 -1.23
-0.62 -1.56 0.34
0.19 0.04 1.61
1.16 0.34 -0.72
-0.33 0.80 0.08
-1.67 -0.48 0.07
1.04 -1.37 0.15
0.31 -1.73 -0.30
0.25 0.68 1.31
-0.06 0.34 -1.50
-0.64 0.49 0.79
-1.71 0.32 -0.19

Properties
HOMO energy: -9.47 eV
frontier orbital gap: 7.38 eV
energy: -1471.1305 hartree



(3)
# C3H8ClNOSi

An isolated molecule of C3H8ClNOSi at a distorted geometry (the ωB97M-V functional and the def2-TZVPD basis, the OMol25 dataset).

Positions of all 15 atoms, in Å:
Cl: 4.36300 -0.61649 -0.17498
Si: 2.88549 0.59962 -0.68104
O: 1.46107 -0.10255 -0.22313
N: 0.00594 0.77281 -0.25679
C: -0.80955 -1.39510 0.58217
C: -2.30935 0.76547 0.16161
C: -0.94817 0.02194 0.11196
H: -1.74604 -1.85038 0.40706
H: -3.23016 0.30748 -0.28388
H: -0.43523 -1.45647 1.66395
H: -2.23345 1.65206 -0.32372
H: -2.73303 0.87282 1.18139
H: -0.21970 -1.89117 -0.20047
H: 3.15686 1.73595 0.19417
H: 2.79233 0.58402 -2.15828

Forces on the atoms, in the same order (eV/Å):
1.19 -1.25 0.34
-2.09 0.33 -0.26
-3.09 0.81 0.53
2.50 -1.04 -0.34
0.77 0.38 -0.19
-1.09 -2.92 1.33
-0.27 0.40 0.68
-1.36 -0.57 0.70
1.31 -0.57 -0.30
-0.42 -0.12 -1.84
0.42 2.95 -1.05
1.03 0.25 -0.16
0.72 0.03 0.90
-0.03 0.66 -0.44
0.42 0.66 0.10

Properties
energy above the lowest of the compared OMol25 structures with the same formula, charge and spin: 11.2 kcal/mol
HOMO energy: -10.17 eV
frontier orbital gap: 10.87 eV
energy: -998.7580 hartree
SMILES: CC(C)=NO[SiH2]Cl